Record 1
A 2-piece molecular cluster, C4H13NOS overall at a distorted geometry. Source: OMol25; level of theory: ωB97M-V/def2-TZVPD.

```
! RIJCOSX wB97M-V def2-TZVPD def2/J DEFGRID3
* xyz 0 1
C 1.95567 0.47918 0.93635
N 0.55064 0.14029 0.78057
C 0.28226 -0.20879 -0.61322
C -1.20126 -0.70279 -0.77304
C -1.68342 -1.63551 0.41962
S -0.48243 -2.94848 0.93705
H 2.41300 1.03854 0.03421
H 2.65940 -0.38494 0.86632
H 2.14386 1.21747 1.77920
H 0.04063 0.94087 1.14350
H 1.07038 -1.18000 -0.89041
H 0.47569 0.50745 -1.49302
H -1.46402 -1.20171 -1.69917
H -1.88941 0.18627 -0.67526
H -2.54102 -2.16249 0.07537
H -2.06244 -0.89342 1.12769
H 0.63933 -2.25256 0.81416
O -0.53525 2.75959 -0.86601
H -0.75173 3.75079 -0.86370
H 0.38013 2.55023 -1.04021
*
```

SMILES = CNCCCS.O

Record 2
C4H13NOS as an isolated structure at a distorted geometry. Source: OMol25; level of theory: ωB97M-V/def2-TZVPD.

```
! RIJCOSX wB97M-V def2-TZVPD def2/J DEFGRID3
* xyz 0 1
C -1.42548 -0.61120 0.29744
N -0.86758 -0.48532 -0.98817
C 0.18560 0.50362 -1.02735
C 1.13396 0.13300 0.14173
S 0.71449 0.64683 1.74505
C -2.32616 0.57567 0.65705
H -1.94385 -1.55892 0.29506
H -0.62063 -0.60008 1.12888
H 4.43098 1.92834 1.55196
H -0.37237 1.44301 -0.96305
H 0.74819 0.52120 -1.94053
H 1.16377 -0.95480 0.17758
H 2.10486 0.57658 -0.10581
H 3.69191 1.92005 1.62102
H -3.04545 0.79514 -0.14178
H -2.91850 0.31925 1.52016
H -1.71141 1.43564 0.90006
H -0.21668 -1.43699 -1.20825
H 0.49146 -2.94905 -2.09391
O 0.78288 -2.20199 -1.56714
*
```

Record 3
A 2-piece molecular cluster, C4H13NOS overall at a distorted geometry. Source: OMol25; level of theory: ωB97M-V/def2-TZVPD.

```
! RIJCOSX wB97M-V def2-TZVPD def2/J DEFGRID3
* xyz 0 1
C 1.12267 -0.63411 2.15932
S -0.20096 0.46061 1.59007
C -0.05305 0.22825 -0.16230
C -0.52915 -1.18385 -0.59486
C -0.76555 -1.22647 -2.09334
N -1.14835 -2.54870 -2.52742
H 1.40423 -1.35787 1.37604
H 0.79089 -1.19209 3.05106
H 2.01328 -0.04088 2.42672
H -0.71655 0.98657 -0.62074
H 0.96857 0.39314 -0.55543
H 0.13140 -1.99958 -0.24314
H -1.50554 -1.29830 -0.08592
H 0.24644 -1.11665 -2.52839
H -1.39088 -0.40031 -2.48305
H -2.00606 -2.67988 -1.97989
H -0.50217 -3.28603 -2.22498
O 0.59531 6.00986 1.76736
H 0.03771 5.19928 1.78435
H 1.50779 5.68699 1.94454
*
```

SMILES = CSCCCN.O

Record 4
A 2-piece molecular cluster, C4H13NOS overall. Source: OMol25; level of theory: ωB97M-V/def2-TZVPD.

```
! RIJCOSX wB97M-V def2-TZVPD def2/J DEFGRID3
* xyz 0 1
C -2.45674 2.12192 -0.60016
N -1.24737 1.75820 0.11722
C -1.06521 0.31647 0.26443
C 0.37572 -0.03604 0.61398
C 1.40611 0.25127 -0.48955
S 1.19850 -0.94819 -1.82636
H -2.42244 3.17966 -0.79551
H -3.31957 1.89982 0.01810
H -2.60898 1.66039 -1.58593
H -0.43474 2.10222 -0.37613
H -1.37716 -0.29519 -0.58433
H -1.69430 0.04602 1.12560
H 0.40913 -1.07450 0.91658
H 0.68581 0.60763 1.43476
H 2.38242 0.07743 -0.04610
H 1.40091 1.31443 -0.74849
H 2.39764 -0.85368 -2.41757
O 0.41158 -2.03761 3.15752
H -0.00353 -2.51465 3.88176
H -0.14202 -1.27619 2.95418
*
```

SMILES = CNCCCS.O

Record 5
A 2-piece molecular cluster, C4H13NOS overall at a distorted geometry. Source: OMol25; level of theory: ωB97M-V/def2-TZVPD.

```
! RIJCOSX wB97M-V def2-TZVPD def2/J DEFGRID3
* xyz 0 1
N 1.07959 2.58213 1.00935
C 0.32122 1.20757 1.18796
C 1.36432 0.13162 1.42198
S 0.50426 -1.44450 1.34986
H 0.44234 3.33384 0.80927
H 1.72972 2.50973 0.22874
H 1.59156 2.82774 1.85427
H -0.39773 1.38961 1.98107
H -0.20184 1.09555 0.24020
H 1.81592 0.28610 2.40664
H 2.14173 0.26711 0.65695
C -2.26561 -0.17759 -2.62832
C -1.31795 -1.06310 -1.82163
O -0.08580 -0.42173 -1.59924
H -3.25168 -0.62762 -2.74604
H -1.92112 0.13609 -3.61329
H -2.43341 0.71934 -2.01942
H -1.81390 -1.25060 -0.86640
H -1.23409 -2.03749 -2.31473
H 0.18604 -0.74964 -0.71304
*
```

SMILES = [NH3+]CC[S-].CCO

Record 6
A 2-piece molecular cluster, C4H13NOS overall at a distorted geometry. Source: OMol25; level of theory: ωB97M-V/def2-TZVPD.

```
! RIJCOSX wB97M-V def2-TZVPD def2/J DEFGRID3
* xyz 1 2
C -1.06270 -0.58839 -2.51879
C -1.31114 0.46088 -1.40477
C -0.87437 -0.06785 0.05902
S 0.91149 0.18439 0.40959
C 1.79698 -0.89281 -0.67117
N -1.98528 -0.43330 -3.64299
H -0.08890 -0.47011 -2.96477
H -1.25857 -1.59598 -2.15032
H -0.70020 1.33030 -1.62702
H -2.36468 0.69858 -1.30512
H -1.43172 0.59239 0.71988
H -1.12250 -1.10727 0.26157
H 2.38042 -1.75222 -0.33579
H 2.44863 -0.31964 -1.33544
H 1.03671 -1.40535 -1.25865
H -2.96942 -0.26083 -3.47375
H -1.74799 0.37074 -4.22209
H 2.12480 0.74703 5.93502
H 0.73811 1.36329 5.70161
O 1.33423 1.00586 6.36713
*
```

⟨S²⟩ = 0.754

Record 7
A 2-piece molecular cluster, C4H13NOS2 overall at a distorted geometry. Source: OMol25; level of theory: ωB97M-V/def2-TZVPD.

```
! RIJCOSX wB97M-V def2-TZVPD def2/J DEFGRID3
* xyz 0 1
C -2.34014 -0.08817 0.19161
C -2.08166 -1.08395 1.29323
S -0.52210 -0.78611 2.17804
S 0.88257 -1.85981 1.15860
C 1.32477 -0.78678 -0.23049
C 1.86009 0.60524 0.13505
N 3.05583 0.60204 0.96194
H -3.16402 -0.32921 -0.48515
H -2.64883 0.87758 0.56546
H -1.51924 0.11085 -0.48885
H -2.85636 -0.95551 2.05843
H -2.16041 -2.12231 0.99125
H 2.14837 -1.29460 -0.74055
H 0.49340 -0.66323 -0.91380
H 2.20045 1.03091 -0.81617
H 1.12069 1.26568 0.56458
H 3.78153 0.06594 0.52485
H 2.90418 0.26636 1.90540
O -1.19867 1.66906 -2.87520
H -0.73259 1.39707 -3.67622
H -0.54784 2.07895 -2.30200
*
```

SMILES = CCSSCCN.O

Record 8
A 2-piece molecular cluster, C4H13NP overall at a distorted geometry. Source: OMol25; level of theory: ωB97M-V/def2-TZVPD.

```
! RIJCOSX wB97M-V def2-TZVPD def2/J DEFGRID3
* xyz 1 1
C 2.64884 -0.83930 -0.28453
C -1.77659 1.58130 0.06122
C 1.38163 -0.63640 0.43857
C -1.09129 0.28945 0.11837
N 0.44119 0.37996 -0.19161
P -1.81339 -1.27512 -0.32338
H 3.28457 -1.39342 0.29241
H 2.60929 -1.30368 -1.31834
H 3.12946 0.11053 -0.32498
H -1.30966 2.29664 0.58186
H -2.83382 1.48856 0.33054
H -1.82296 1.91371 -1.03708
H 1.74662 -0.45383 1.49742
H 0.57119 -1.53201 0.47759
H -1.03498 0.02048 2.18851
H 0.36223 0.23588 -1.20210
H 0.65818 1.27461 0.22576
H -2.04596 -0.96028 -1.59416
H -3.10455 -1.19707 0.06394
*
```

Record 9
A 2-piece molecular cluster, C4H13NPS2 overall. Source: OMol25; level of theory: ωB97M-V/def2-TZVPD.

```
! RIJCOSX wB97M-V def2-TZVPD def2/J DEFGRID3
* xyz 1 1
C 1.66860 -0.25994 -1.30685
C 0.47111 2.23829 -0.22930
C -1.26788 -1.51378 -0.19698
C 1.77045 -0.16079 0.15829
N 2.36559 -1.11845 0.83556
P -2.40765 -0.73942 0.80654
S -2.82878 1.08414 -0.08141
S 1.10436 1.12661 1.04358
H 2.13618 0.59253 -1.79857
H 0.61373 -0.27141 -1.59255
H 2.13299 -1.17406 -1.66888
H 1.29416 2.64369 -0.80813
H -0.03332 3.04187 0.30233
H -0.24806 1.72035 -0.85632
H -0.92522 -2.43470 0.26634
H -1.69854 -1.70272 -1.17790
H -1.80406 -0.44035 2.02529
H 2.42371 -1.08863 1.84396
H 2.74871 -1.93409 0.37868
H -3.69094 -1.04755 1.32429
H -3.82511 1.43839 0.73203
*
```

Record 10
A 2-piece molecular cluster, C4H13NS overall at a distorted geometry. Source: OMol25; level of theory: ωB97M-V/def2-TZVPD.

```
! RIJCOSX wB97M-V def2-TZVPD def2/J DEFGRID3
* xyz 0 1
C 0.67144 1.65720 1.59329
C 0.25198 0.19954 1.72742
S -1.47725 -0.15050 2.10586
H 0.66308 2.12999 2.57966
H 1.69154 1.77376 1.22226
H 0.07659 2.24335 0.89097
H 0.54832 -0.26962 0.78511
H 0.82371 -0.24597 2.53423
H -1.93146 1.13368 2.03163
C 1.61048 0.19928 -2.39515
N 0.30761 -0.27747 -2.80394
C -0.14375 -1.53185 -2.19313
H 1.52601 0.87066 -1.52566
H 2.00768 0.79461 -3.21346
H 2.29683 -0.57946 -2.02832
H 0.29595 -0.37959 -3.79842
H -0.00465 -2.34337 -2.91347
H 0.51132 -1.76980 -1.35584
H -1.18892 -1.53900 -1.91313
*
```

SMILES = CCS.CNC

Record 11
C4H13NS2 as an isolated structure at a distorted geometry. Source: OMol25; level of theory: ωB97M-V/def2-TZVPD.

```
! RIJCOSX wB97M-V def2-TZVPD def2/J DEFGRID3
* xyz 0 1
C -0.80403 -0.66359 1.02415
C -0.34327 0.12446 2.23697
C -1.05981 1.46056 2.31189
N -0.16951 -1.93646 0.87617
H -0.50662 -0.03691 0.14492
H -1.90540 -0.70103 0.96016
H 0.70668 0.20564 1.97614
H -0.40628 -0.39887 3.15927
H -1.98139 1.49839 2.87917
H -1.24646 1.84850 1.30578
H -0.37788 2.15014 2.79772
H -0.70184 -2.70782 1.24639
H 0.14895 -2.00362 -0.07828
C 1.21352 0.91549 -1.60225
S 0.74863 1.82094 -0.19807
S 0.17581 -1.35870 -2.16303
H 1.09078 -0.24370 -1.39194
H 2.24616 1.17305 -1.81399
H 0.57347 1.16470 -2.43304
H -0.78611 -0.43455 -2.04155
*
```

Record 12
A 2-piece molecular cluster, C4H14N overall at a distorted geometry. Source: OMol25; level of theory: ωB97M-V/def2-TZVPD.

```
! RIJCOSX wB97M-V def2-TZVPD def2/J DEFGRID3
* xyz 1 1
C 0.86582 1.80679 0.33792
C 2.22280 1.06722 0.03125
H 0.27830 1.54389 -0.53204
H 0.53677 1.67451 1.36912
H 1.05318 2.88031 0.39461
H 2.81245 1.06873 0.94614
H 2.04476 0.03452 -0.23033
H 2.74550 1.58575 -0.76211
C -1.03813 -1.03454 -0.71737
C -2.30494 -0.55400 -0.05901
N 0.09366 -1.30229 0.24958
H -1.20015 -1.93852 -1.29962
H -0.67608 -0.20127 -1.31844
H -2.12112 0.37695 0.49764
H -2.66422 -1.19002 0.74360
H 0.07409 -2.23208 0.65889
H 0.98249 -1.08880 -0.21799
H 0.10155 -0.64789 1.03416
H -3.10052 -0.26429 -0.74166
*
```

How do the records compare in relative energy (zero: lowest compared OMol25 entry of this formula, charge and spin)? In the order shown, they have 47.1; 145.8; 20.8; 19.9; 54.6; 31.4; 9.3; 141.6; 9.0; 19.0; 103.9; 19.9 kcal per mole.